--- 1 ---
This record from the Open Molecules 2025 dataset describes C24H37Br2IN2O5PS2SiTi as an isolated structure. The level of theory is wB97M-V/def2-TZVPD.

Output
E_HOMO ... -4.3963 eV
Frontier orbital gap ... 5.33 eV
Charge ... -1

The geometry in XYZ format:
```
76
Properties=species:S:1:pos:R:3:mulliken_charge:R:1
Ti -0.0586 0.9820 -0.4882 0.665
C 4.3120 0.0960 -1.1765 -1.184
C 4.0876 1.1645 -0.1603 0.401
N 5.0982 1.8333 0.3361 -0.674
C 4.8713 2.7693 1.2854 -0.861
C 3.6405 3.0543 1.8086 0.536
C 3.5029 4.0857 2.8915 -0.914
O 3.0718 3.5358 4.1382 -0.544
C 2.5281 2.3384 1.2946 -0.107
C 1.2181 2.4935 1.8900 -0.506
N 0.1307 1.9665 1.4438 0.523
C -1.0700 2.1536 2.1895 -0.289
C -1.4275 3.3856 2.7171 -0.175
C -2.6230 3.5196 3.4103 -0.747
C -3.4608 2.4278 3.5726 -0.562
C -3.1085 1.1931 3.0370 -0.583
C -1.9214 1.0618 2.3409 0.118
I -1.2402 -0.7734 1.5428 0.339
C 2.7510 1.4112 0.2825 0.497
O 1.7695 0.7205 -0.2403 0.037
H 5.3289 0.1683 -1.5545 0.383
H 3.5930 0.2145 -1.9859 0.270
H 4.1603 -0.8863 -0.7204 0.302
H 5.7473 3.3040 1.6384 0.331
H 2.7551 4.8377 2.6329 0.360
H 4.4591 4.6037 3.0102 0.358
H 3.6174 2.7629 4.3213 0.364
H 1.1706 3.0499 2.8245 0.962
H -0.7884 4.2449 2.5544 0.563
H -2.9029 4.4853 3.8103 0.380
H -4.3956 2.5347 4.1076 0.384
H -3.7603 0.3371 3.1549 0.424
Br -0.3339 -0.6378 -2.2014 -0.412
C 2.5417 2.8333 -2.5139 -1.096
Br 0.6600 3.1488 -1.7061 0.036
H 2.2361 2.8453 -3.5702 0.274
H 2.9400 3.8401 -2.3106 0.213
C -4.4922 1.8197 -0.6252 -1.008
Si -2.9267 2.5961 -1.2803 0.418
C -2.8178 4.3730 -0.7178 -0.915
C -2.8568 2.4578 -3.1330 -1.037
O -1.6713 1.7432 -0.6108 -0.353
H -5.3848 2.2490 -1.0866 0.385
H -4.5638 1.9632 0.4561 0.216
H -4.4885 0.7450 -0.8221 0.277
H -3.7475 4.9072 -0.9310 0.450
H -1.9984 4.8987 -1.2114 0.266
H -2.6479 4.4108 0.3607 0.198
H -3.6691 3.0222 -3.5985 0.385
H -2.9446 1.4123 -3.4367 0.269
H -1.9091 2.8375 -3.5184 0.294
C 1.5361 -3.8637 -2.4812 -0.783
C 2.0660 -5.1769 -1.9368 0.570
C 1.4567 -6.3810 -2.6377 -1.305
O 1.9430 -5.3383 -0.5118 -0.429
P 0.7563 -4.8929 0.4767 0.580
S 0.9077 -5.9821 2.0916 -0.557
S 0.7750 -2.9041 0.7062 -0.433
O -0.4992 -5.3391 -0.4542 -0.311
C -1.8927 -5.0376 -0.2762 0.382
C -2.2602 -3.8276 -1.1173 -0.807
C -2.3179 -4.8927 1.1752 -1.356
H 1.7682 -3.8114 -3.5483 0.452
H 1.9854 -3.0102 -1.9779 0.101
H 0.4564 -3.7890 -2.3562 -0.037
H 3.1486 -5.1999 -2.0900 0.348
H 0.3718 -6.3672 -2.5430 0.157
H 1.8315 -7.3037 -2.1939 0.323
H 1.7236 -6.3651 -3.6974 0.450
H -2.3965 -5.9163 -0.6910 0.146
H -1.7322 -2.9433 -0.7636 -0.179
H -3.3373 -3.6485 -1.0628 0.501
H -1.9883 -3.9897 -2.1617 0.276
H -1.8623 -4.0116 1.6292 0.191
H -2.0163 -5.7605 1.7580 0.354
H -3.4054 -4.7887 1.2120 0.450
```

--- 2 ---
This record from the Open Molecules 2025 dataset describes C24H37Br2IN2O5PS2SiTi as an isolated structure. The level of theory is wB97M-V/def2-TZVPD.

Output
E_HOMO ... -5.0865 eV
Frontier orbital gap ... 6.94 eV
Charge ... -1

The geometry in XYZ format:
```
76
Properties=species:S:1:pos:R:3:mulliken_charge:R:1
Ti 0.5817 -0.5853 1.3780 0.385
C 2.6277 3.3872 0.3684 -1.201
C 1.1434 3.4186 0.1632 0.347
N 0.5842 4.5017 -0.3277 -0.627
C -0.7485 4.5224 -0.5134 -0.926
C -1.5864 3.4937 -0.1670 0.732
C -3.0565 3.5536 -0.4945 -0.938
O -3.4835 2.4191 -1.2268 -0.573
C -1.0114 2.3435 0.4103 0.228
C -1.8462 1.2903 0.9205 0.166
N -1.4617 0.1874 1.4727 0.912
C -2.5594 -0.6449 1.8714 -1.034
C -3.2911 -1.2961 0.8823 0.078
C -4.3408 -2.1305 1.2206 -0.848
C -4.6815 -2.3131 2.5536 -0.648
C -3.9878 -1.6346 3.5416 -0.292
C -2.9344 -0.7981 3.1996 0.125
I -2.0049 0.3058 4.7019 0.046
C 0.3708 2.2835 0.5255 0.011
O 0.9781 1.2261 0.9991 0.146
H 3.0772 4.2347 -0.1443 0.348
H 3.0543 2.4544 0.0019 0.236
H 2.8668 3.4466 1.4338 0.256
H -1.1490 5.4153 -0.9807 0.293
H -3.2482 4.4817 -1.0449 0.310
H -3.6680 3.5882 0.4127 0.394
H -2.8022 2.2278 -1.9074 0.218
H -2.9181 1.4575 0.8547 0.489
H -2.9945 -1.1455 -0.1501 0.622
H -4.8901 -2.6414 0.4408 0.403
H -5.4940 -2.9738 2.8268 0.372
H -4.2628 -1.7467 4.5813 0.388
Br -0.5763 -3.5782 2.6304 -0.295
C -0.3132 -2.5306 0.9870 -0.796
Br 2.8254 -1.4751 0.5849 -0.585
H -1.2740 -2.5521 0.4888 0.443
H 0.3966 -3.1051 0.3975 0.679
C 1.5251 -0.0599 5.8302 -1.113
Si 2.2240 -0.6299 4.1922 0.345
C 3.4693 0.6294 3.6103 -0.830
C 2.9623 -2.3261 4.3710 -0.999
O 0.9789 -0.7148 3.0867 -0.459
H 2.3230 0.0042 6.5752 0.336
H 0.7666 -0.7517 6.2001 0.284
H 1.0719 0.9294 5.7370 0.255
H 4.1933 0.8482 4.3999 0.467
H 2.9620 1.5602 3.3435 0.071
H 4.0041 0.2750 2.7288 0.272
H 3.8070 -2.3157 5.0649 0.389
H 3.3122 -2.6814 3.4003 0.239
H 2.2147 -3.0309 4.7402 0.275
C -0.8260 -2.7816 -4.0832 -1.110
C -1.4302 -1.6021 -4.8233 0.517
C -0.7749 -1.3632 -6.1740 -1.244
O -1.4560 -0.3746 -4.0715 -0.472
P -0.3521 0.2672 -3.1007 0.713
S -0.7012 2.2002 -3.0606 -0.595
S -0.3683 -0.7653 -1.3812 0.015
O 0.9729 -0.0704 -3.9459 -0.288
C 2.3516 0.0302 -3.5289 0.394
C 2.8570 -1.3689 -3.2312 -1.161
C 2.5808 0.9953 -2.3804 -1.039
H -0.9371 -3.6737 -4.7046 0.499
H -1.3244 -2.9468 -3.1301 0.202
H 0.2333 -2.6229 -3.8862 0.129
H -2.4926 -1.8037 -4.9842 0.335
H 0.2927 -1.1875 -6.0534 0.129
H -1.2178 -0.4920 -6.6569 0.317
H -0.9240 -2.2352 -6.8150 0.464
H 2.8567 0.4221 -4.4165 0.250
H 2.3346 -1.7760 -2.3652 0.041
H 3.9244 -1.3417 -3.0033 0.439
H 2.6982 -2.0215 -4.0917 0.332
H 2.1248 0.6293 -1.4595 -0.155
H 2.1832 1.9839 -2.6116 0.365
H 3.6580 1.0742 -2.2137 0.526
```

It comes down to 2, which is 301.4 kJ/mol more stable than the next structure.

--- 1 ---
This record from the Open Molecules 2025 dataset describes a 2-piece molecular cluster, C2H5NO overall. The level of theory is wB97M-V/def2-TZVPD.

Output
E_HOMO ... -9.8480 eV
Frontier orbital gap ... 10.91 eV
SMILES ... C=N.C=O

The geometry in XYZ format:
```
9
Properties=species:S:1:pos:R:3:mulliken_charge:R:1
C -1.7029 -0.3723 0.9857 -0.250
N -0.6180 -0.9287 1.3104 -0.438
H -1.6619 0.6638 0.6590 0.254
H -2.6747 -0.8660 1.0248 0.239
H -0.7303 -1.9003 1.5984 0.216
C 1.3378 0.3206 -0.7765 -0.098
O 1.1319 1.1781 -1.5905 -0.405
H 1.0366 -0.7289 -0.9459 0.232
H 1.8356 0.4897 0.1931 0.250
```

--- 2 ---
This record from the Open Molecules 2025 dataset describes a 2-piece molecular cluster, C2H5NO overall. The level of theory is wB97M-V/def2-TZVPD.

Output
E_HOMO ... -9.7146 eV
Frontier orbital gap ... 10.35 eV

The geometry in XYZ format:
```
9
Properties=species:S:1:pos:R:3:mulliken_charge:R:1
C 0.4362 -0.0812 0.3726 0.275
C -0.9341 -0.3460 -0.2542 -0.829
N 1.4515 0.7691 -0.0712 -0.412
O 1.5569 -0.7060 -0.1163 -0.273
H 0.1638 0.1836 2.1354 0.168
H -0.9553 0.2517 -1.1144 0.329
H -1.7056 0.1323 0.5148 0.241
H -1.1025 -1.3892 -0.4954 0.267
H 1.0892 1.1857 -0.9712 0.235
```

It comes down to 1, which is 389.3 kJ/mol more stable than the next structure.

--- 1 ---
This record from the Open Molecules 2025 dataset describes a 2-piece molecular cluster, C2H5NO overall. The level of theory is wB97M-V/def2-TZVPD.

Output
E_HOMO ... -9.9938 eV
Frontier orbital gap ... 10.69 eV
SMILES ... C=N.C=O

The geometry in XYZ format:
```
9
Properties=species:S:1:pos:R:3:mulliken_charge:R:1
C -1.0185 0.7760 0.7302 -0.205
N -0.0142 0.2482 1.3839 -0.462
H -1.5569 1.6521 1.1690 0.227
H -1.3547 0.4351 -0.3060 0.219
H 0.3007 1.0229 2.0333 0.245
C 0.8984 -1.0133 -1.2687 -0.016
O -0.3117 -1.3238 -1.4973 -0.459
H 1.4542 -1.3998 -0.3075 0.218
H 1.6025 -0.3974 -1.9369 0.233
```

--- 2 ---
This record from the Open Molecules 2025 dataset describes a 2-piece molecular cluster, C2H5NO overall. The level of theory is wB97M-V/def2-TZVPD.

Output
E_HOMO ... -9.4109 eV
Frontier orbital gap ... 9.90 eV
SMILES ... C=N.C=O

The geometry in XYZ format:
```
9
Properties=species:S:1:pos:R:3:mulliken_charge:R:1
C -1.6400 0.2597 -0.4005 -0.272
N -1.0736 -0.7619 -0.9231 -0.459
H -1.6169 0.4047 0.6765 0.268
H -1.9583 1.0432 -1.0995 0.257
H -1.5922 -1.2506 -1.6471 0.229
C 1.9437 0.0884 0.8553 -0.016
O 2.9968 -0.4060 0.5812 -0.399
H 1.9295 1.1263 1.2330 0.228
H 1.0111 -0.5037 0.7241 0.163
```

It comes down to 1, which is 30.8 kJ/mol more stable than the next structure.

--- 1 ---
This record from the Open Molecules 2025 dataset describes an isolated molecule of C2H5NO. The level of theory is wB97M-V/def2-TZVPD.

Output
E_HOMO ... -9.8645 eV
Frontier orbital gap ... 10.76 eV
SMILES ... CNC=O

The geometry in XYZ format:
```
9
Properties=species:S:1:pos:R:3:mulliken_charge:R:1
C 0.0117 0.8055 0.7721 -0.726
N 0.4875 -0.0810 -0.2667 -0.149
C -0.3219 -0.9869 -0.8714 0.081
O -1.5166 -1.0880 -0.6819 -0.561
H -0.9440 0.4149 1.1264 0.274
H 0.7276 0.8235 1.5985 0.292
H -0.1382 1.8279 0.4085 0.249
H 1.4596 -0.0656 -0.5248 0.219
H 0.2342 -1.6504 -1.5607 0.319
```

--- 2 ---
This record from the Open Molecules 2025 dataset describes C2H5NO as an isolated structure. The level of theory is wB97M-V/def2-TZVPD.

Output
E_HOMO ... -8.8757 eV
Frontier orbital gap ... 6.90 eV

The geometry in XYZ format:
```
9
Properties=species:S:1:pos:R:3:mulliken_charge:R:1
O 1.3952 -0.1832 1.2146 -0.407
C 0.4663 -0.3899 0.4530 0.258
C 0.1271 -1.5637 -0.1862 -0.706
N -0.5832 1.6421 -0.4783 -0.700
H 0.1620 0.5659 -0.1486 0.469
H 0.8557 -2.3564 -0.0173 0.270
H -0.6804 -1.5597 -0.9022 0.272
H -0.2329 2.3709 0.1461 0.282
H -1.5098 1.4741 -0.0811 0.262
```

--- 3 ---
This record from the Open Molecules 2025 dataset describes an isolated molecule of C2H5NO. The level of theory is wB97M-V/def2-TZVPD.

Output
E_HOMO ... -9.8206 eV
Frontier orbital gap ... 10.72 eV
SMILES ... CC(N)=O

The geometry in XYZ format:
```
9
Properties=species:S:1:pos:R:3:mulliken_charge:R:1
C -0.7177 0.1295 0.6182 -1.019
C -0.5614 -0.0273 -0.8964 0.627
N 0.3993 0.8449 -1.3831 -0.372
O -1.1445 -0.9248 -1.4450 -0.570
H 0.2577 0.1928 1.1031 0.346
H -1.3379 0.9265 0.8848 0.303
H -1.2192 -0.8032 0.9624 0.273
H 0.7011 1.4053 -0.6462 0.187
H 0.8023 0.8329 -2.3154 0.223
```

It comes down to 3, which is 11.9 kJ/mol more stable than the next structure.